Record 1
96
Properties=species:S:1:pos:R:3:forces:R:3 method="wB97M-V/def2-TZVPD" s_squared=0.75 max_force_ev_per_a=3.703 e_homo_ev="-11.675 / -11.675" orbital_gap_ev="9.10 / 2.50" total_charge=+1 relative_energy_kcal_mol=62.93 multiplicity=2 total_energy_ev=-42292.47721
H 0.989 5.312 3.356 0.0 0.3 0.1
H 1.775 0.896 -5.607 -0.6 0.4 0.3
H 5.549 1.114 -0.687 0.3 0.2 0.3
C -0.675 -2.593 -4.590 0.4 0.3 3.1
H 1.339 -3.542 2.130 0.0 -0.3 -0.2
C 3.547 1.071 -4.523 0.5 0.5 0.2
H -1.603 -1.639 -6.167 -0.1 -0.4 -0.4
O 1.267 -0.329 -1.196 0.9 -0.3 -2.1
C -0.571 -1.734 -5.830 -0.2 2.5 -1.0
O 3.036 2.029 -3.512 0.7 -0.9 -1.9
H -4.391 0.277 0.875 -0.5 0.0 1.0
C 4.793 1.116 0.098 -0.9 -0.2 1.0
H -4.243 -1.152 5.124 0.1 0.1 -0.1
H 1.511 0.560 -1.465 0.4 0.0 -0.5
H -0.138 5.916 4.673 0.1 0.3 -0.5
H 3.017 2.818 -4.058 -0.2 0.7 0.5
C -1.534 -1.927 -3.374 -0.6 -0.7 -1.8
H 6.602 -0.284 2.819 0.1 0.7 0.0
H 2.405 -0.362 -3.488 0.0 0.3 0.7
H -6.693 2.186 -0.106 0.1 0.0 0.0
O 6.095 2.322 1.725 -0.6 0.5 0.8
C -0.868 4.222 3.445 0.4 2.9 -1.0
O -4.559 0.924 -0.940 0.8 -0.7 -3.1
H -4.852 3.214 0.694 0.5 0.4 0.9
H -1.760 -2.588 2.379 0.2 -0.1 -0.2
H -6.825 1.391 1.460 0.1 -0.1 0.1
H 1.566 -3.997 -0.281 -0.1 -0.3 0.6
H -2.522 -1.566 -3.661 0.1 0.0 -0.8
C -4.095 2.432 0.761 -0.6 -1.3 -0.6
H 4.194 -0.488 -3.180 -0.4 0.4 0.5
H -2.715 0.457 2.862 -0.3 -0.1 0.0
H -1.133 -0.145 3.067 0.2 -1.1 -0.7
H -0.324 -0.705 -5.567 0.0 0.1 0.3
H -1.801 -2.686 -2.639 0.8 0.1 0.3
H -1.026 -1.031 -3.017 0.3 -0.3 0.3
H 2.766 2.224 -6.183 0.1 0.0 -0.1
H 1.387 -0.702 0.789 -0.1 0.0 0.1
H -1.781 4.221 4.040 0.1 -0.5 0.3
C 6.301 -0.060 1.796 -0.5 -0.8 -1.0
C -0.699 -0.733 0.092 -0.3 -1.1 0.7
C -1.231 4.723 2.044 -0.3 0.6 -0.2
H 4.601 1.237 -4.749 0.2 0.4 0.4
C 0.622 1.302 0.380 1.2 1.1 0.8
H 4.139 0.273 -0.126 0.1 -0.4 0.3
H -1.808 3.970 1.507 0.0 -0.1 0.1
H 0.585 2.933 3.091 0.0 0.6 0.2
C -4.211 -1.464 4.080 -1.1 -0.2 -0.5
H -0.117 1.858 -0.196 -0.4 -0.5 0.0
H 4.633 0.954 2.351 -0.6 1.1 -0.2
H 4.127 1.969 -0.031 0.3 0.3 -0.1
C 5.361 1.123 1.558 1.3 -1.0 -1.1
C -6.424 1.289 0.451 1.3 -0.2 0.6
C -2.151 -0.280 3.433 0.9 2.5 0.5
H -0.028 -3.291 -0.600 0.3 0.5 0.1
H 3.464 -1.110 -4.555 0.3 0.2 -0.8
H 0.513 1.560 1.434 -0.8 -0.5 0.1
H -2.272 -2.080 4.399 0.2 -0.6 0.0
H 1.287 -6.100 1.760 0.1 0.0 -1.1
C -0.173 -4.478 1.158 3.6 -0.2 0.9
H 7.145 0.007 1.110 0.3 0.0 0.2
H -6.911 0.447 -0.041 0.1 -0.1 0.1
H -0.327 4.918 1.468 0.2 -0.1 0.0
H 0.675 4.414 4.861 0.2 0.0 0.0
C -2.802 -1.603 3.575 0.6 0.6 1.9
C 3.409 -0.244 -3.895 -0.1 -2.3 0.3
C 2.801 1.198 -5.817 -1.9 0.1 -0.3
H -4.804 -0.766 3.489 0.1 0.3 -0.1
O -0.358 2.980 3.260 0.0 -3.7 0.2
C 0.748 -0.181 0.075 -2.6 0.9 0.8
H 0.159 -4.920 -0.930 0.5 -0.5 -0.1
H -1.808 5.647 2.014 -0.1 0.1 0.2
O -2.686 -2.338 2.420 -0.4 -1.2 -1.4
H -0.111 -6.118 2.660 -0.5 0.4 0.1
H 0.765 -1.718 -3.557 0.3 1.2 0.9
H 5.741 -0.945 1.494 0.0 -0.3 -0.1
O 0.383 -3.489 2.055 -0.9 0.5 0.5
C 0.236 5.065 4.105 -0.8 -0.4 0.6
H -4.768 -2.398 4.000 0.2 -0.3 0.1
H -4.804 0.013 -1.117 -0.1 0.0 -0.4
C 0.491 -4.168 -0.214 -2.5 -0.1 -0.6
H -3.388 2.603 -0.051 0.2 0.1 0.2
C -4.835 1.139 0.378 -1.6 0.8 1.1
H 0.154 -1.960 -6.612 -0.3 -0.9 0.2
O 0.660 -2.506 -4.095 -0.5 -1.8 -1.2
H -3.568 2.185 1.683 -0.2 1.1 0.2
H -1.245 -4.310 1.255 0.0 -0.2 -0.6
H -0.824 -3.631 -4.885 -0.2 0.0 0.3
H -0.393 -6.561 1.020 0.8 -0.6 -0.2
H 1.541 1.863 0.209 0.6 -0.3 -0.5
H -1.499 -0.023 0.307 0.4 0.3 0.3
C 0.220 -5.909 1.642 -1.4 0.8 0.4
H -1.061 -1.197 -0.826 0.7 0.0 -0.3
H -0.769 -1.540 0.821 -0.1 0.2 0.1
H 2.961 0.534 -6.667 1.2 0.0 0.2
H 6.558 2.514 0.907 0.0 -0.1 -0.1
H -1.935 0.173 4.401 -0.8 0.1 0.4

***

Record 2
103
Properties=species:S:1:pos:R:3:forces:R:3 method="wB97M-V/def2-TZVPD" max_force_ev_per_a=10.691 e_homo_ev=-7.734 orbital_gap_ev=7.98 relative_energy_kcal_mol=34.11 multiplicity=1 total_energy_ev=-51800.92295
C 0.547 -2.193 3.281 -6.8 1.1 2.7
O -0.617 4.171 -2.742 1.5 -0.4 -0.5
H 1.869 2.316 5.641 1.3 1.8 -3.5
H 2.019 -5.413 -0.028 1.4 -0.6 0.1
H 3.858 -3.081 -0.935 0.8 0.4 -0.8
H -2.242 3.272 -1.137 1.2 0.2 0.4
H 3.751 1.951 -0.973 0.6 1.8 2.9
C 0.131 -1.246 4.485 4.9 -3.4 -2.2
H -3.517 -0.087 -5.707 0.6 0.0 0.7
H -9.243 0.407 -3.931 2.0 0.1 -0.1
H 3.316 -6.296 0.960 -0.3 0.9 0.3
N -1.033 1.995 0.032 0.5 -2.4 3.8
H 6.028 2.047 -3.743 -1.4 -0.9 0.3
H 0.015 4.225 -0.782 0.9 -1.2 -0.9
H 2.614 1.217 -1.742 -5.2 -0.2 -1.6
C -2.261 1.288 0.523 -0.2 2.2 -2.7
H 0.607 -0.190 -1.032 0.6 0.2 3.4
H 0.032 -1.007 -2.434 1.5 -0.1 -2.7
H -2.688 0.777 -0.480 0.4 0.2 2.4
H -1.000 0.640 -4.535 0.4 -0.1 -0.7
O -3.222 0.291 2.413 -1.9 -0.7 1.8
H 1.616 -1.581 -3.284 -0.8 0.5 -0.6
O 4.308 1.344 -2.663 1.1 0.3 -3.3
H 2.116 -0.936 4.892 -2.2 2.0 0.5
C -1.289 2.671 -1.168 -1.5 0.5 1.1
C 3.961 -0.254 -0.960 0.9 -0.4 2.4
H -4.267 -0.986 1.134 0.9 -0.2 0.8
H 0.738 0.862 2.304 0.9 -0.1 -1.4
H -1.353 -0.466 -6.010 0.4 0.5 0.5
H 0.666 2.762 -1.733 2.7 -1.4 -0.8
C 3.702 -1.851 0.924 1.7 1.3 0.3
C -1.112 -0.385 -4.932 -1.9 -1.1 1.5
C 3.267 -2.949 -0.062 4.2 -2.8 3.6
H 0.408 -1.619 2.484 -1.0 2.2 -4.3
C 0.763 0.490 5.816 -0.8 1.0 4.1
C 2.327 3.018 7.915 -2.1 3.3 1.4
H -2.366 -0.810 -3.144 0.4 0.3 1.7
C 1.802 1.503 6.241 2.8 -4.1 1.8
C -0.323 -4.282 2.174 -0.5 1.0 4.1
H 1.746 3.839 8.665 1.2 -2.7 -1.9
H 3.158 -1.780 1.874 0.0 -1.4 -0.1
H -2.941 2.183 0.672 0.1 -1.5 0.6
H -1.601 1.899 -1.772 -0.3 -1.6 -3.0
H 0.357 2.908 -4.103 -1.2 -0.2 -0.4
H 1.004 0.212 -3.454 0.0 -1.8 -0.2
O -0.041 -1.235 -4.685 2.7 0.0 2.0
H -0.183 1.134 5.663 1.2 -1.3 -0.7
H -1.514 -0.464 1.297 -0.2 -1.0 0.9
H 0.714 -4.445 2.080 1.2 -1.1 -1.1
H 2.812 3.747 7.231 -0.3 -0.8 -0.4
C -8.276 0.648 -4.514 -1.8 -2.8 -0.2
H 2.320 -2.757 -0.353 -3.6 0.1 -0.5
H 2.367 1.141 1.661 -2.2 0.7 0.9
N 1.210 -0.333 4.789 1.0 -1.0 -2.7
H -8.548 0.246 -5.494 0.1 0.1 -0.3
H 1.417 -2.567 3.181 7.2 -1.8 0.5
C -4.820 -0.583 -4.258 4.4 6.7 6.5
H 1.590 1.703 3.153 0.4 1.6 -0.7
H -3.061 -1.741 2.473 -1.3 1.0 -1.3
H 0.142 -1.988 5.184 -0.3 -1.9 2.9
H 0.970 2.181 1.452 -0.4 1.3 -0.1
O 1.423 2.083 7.363 -2.5 3.0 5.0
C 3.557 1.108 -1.520 5.6 -1.9 0.8
C -2.028 0.373 1.762 1.1 3.2 -2.2
H -5.704 0.618 -5.534 -0.8 1.2 -2.4
H 3.764 -5.963 -0.704 -1.5 1.8 1.7
N -3.460 -0.078 -4.674 -2.8 0.2 -0.7
H 6.424 0.914 -2.526 -0.7 0.3 0.6
O 3.529 -4.202 0.725 -0.5 -0.4 -0.5
C 0.235 3.983 -3.861 -2.3 -1.3 -1.5
H -0.821 -0.914 4.515 -2.9 1.8 -0.9
H 1.210 4.046 -3.577 3.1 1.9 0.6
C -3.862 -0.922 2.189 1.1 -3.5 -0.8
H -4.703 -0.940 -3.161 -0.5 1.2 -1.3
H 5.141 -0.324 -0.839 -2.3 0.4 0.0
H -8.291 1.701 -4.629 1.1 1.2 0.4
C 5.678 1.715 -2.714 0.9 0.0 -1.5
H -2.616 -1.941 -4.385 0.3 -1.1 -0.3
H -1.350 0.943 2.441 -0.1 -0.4 -0.4
N 3.307 -0.609 0.369 0.4 3.3 -1.4
C -0.090 3.425 -1.587 -4.7 4.4 0.5
H -5.697 1.163 -3.788 0.5 1.7 -0.6
C -5.888 0.423 -4.538 0.7 -0.5 4.2
H -0.385 1.143 -0.066 0.1 1.3 -0.4
C 3.129 -5.489 0.228 0.0 -0.2 -2.1
O -7.108 -0.100 -4.080 -2.1 0.5 -0.7
H 4.850 -1.712 1.242 -2.2 -1.2 -1.0
H -0.078 4.540 -4.811 0.5 -0.6 1.8
H 0.454 -0.144 6.761 0.6 1.1 -1.3
H -4.690 -1.347 2.783 0.0 1.7 0.6
H -0.776 -3.763 1.356 -0.4 -0.2 -0.7
O 0.728 -0.089 0.004 -0.7 -0.1 -2.9
H 2.253 -0.413 0.403 0.8 -0.6 -1.1
N 1.458 1.611 2.126 1.3 -4.1 0.8
H 2.792 1.012 6.686 -0.9 0.3 -2.6
C -2.402 -0.914 -4.184 0.7 1.0 -2.4
H 3.749 -1.027 -1.690 -0.2 0.0 -0.5
H 5.972 2.661 -2.283 -0.4 0.2 1.5
H 3.088 2.563 8.501 0.7 -0.7 0.5
C 0.739 -0.913 -3.441 -2.7 1.2 1.0
O -0.278 -3.338 3.331 -1.8 -0.3 0.0
H -5.089 -1.352 -4.663 -2.5 -9.0 -5.2
H -0.881 -5.141 2.699 0.8 1.1 -1.7

***

Record 3
116
Properties=species:S:1:pos:R:3:forces:R:3 method="wB97M-V/def2-TZVPD" max_force_ev_per_a=7.036 e_homo_ev=-9.855 orbital_gap_ev=4.92 total_charge=+2 relative_energy_kcal_mol=35.81 multiplicity=1 total_energy_ev=-140650.79517
H -5.059 -0.317 1.702 -0.9 -0.5 -0.3
H -3.547 1.041 -3.261 -0.2 0.0 -0.4
H -6.371 -1.134 3.589 0.1 0.0 0.8
O -5.026 -2.770 4.069 -0.9 1.4 -1.2
H -5.754 3.282 -1.139 0.4 0.5 -0.3
H -0.818 -4.070 -3.848 0.3 0.4 -0.1
F -0.376 2.143 0.650 -0.5 -1.9 0.4
H -3.935 4.948 0.779 -0.4 -0.5 0.1
C 4.760 -1.227 0.302 -0.2 -0.8 -0.3
F -0.954 -1.432 1.105 0.0 2.2 0.1
O 2.585 1.007 -1.782 2.7 -5.2 4.0
H 3.803 -0.774 0.559 -0.2 -0.3 -0.1
H -5.309 -3.854 5.747 0.5 0.1 -0.1
H -2.397 7.192 -0.873 -0.6 -0.6 -0.1
F -1.436 -2.287 -8.141 0.8 -0.4 -0.3
As -0.692 0.347 0.874 -0.8 -0.4 -1.4
H 4.425 2.455 2.165 0.1 -0.1 0.6
H -1.594 4.596 0.789 0.2 0.4 0.1
H 7.661 0.587 2.270 0.2 0.1 0.7
H -3.956 5.295 -0.944 -0.4 -0.1 -0.2
O 5.881 0.593 1.306 0.0 -0.6 1.3
H -1.881 0.778 -2.894 0.0 -0.1 0.5
H 4.469 0.290 -1.054 -0.9 0.6 -0.4
O 1.306 2.657 -1.547 -2.1 1.4 2.1
H -1.909 0.878 -5.294 0.4 0.1 0.2
H -3.053 -0.535 -2.701 0.2 -0.4 -0.5
O 0.407 -2.021 -5.627 -1.6 -0.7 -0.5
F 1.005 0.037 0.622 -0.3 0.1 0.4
C -0.080 -3.066 -2.038 1.0 0.0 0.6
H -4.052 0.380 3.639 -0.7 -0.1 0.3
H 3.527 4.725 1.872 -0.3 -0.1 -0.2
H -5.096 1.735 -0.697 0.6 0.0 -0.3
H 5.037 -0.864 -1.959 -0.1 -1.1 -0.1
F -0.966 0.113 -0.867 0.1 0.5 2.0
H -5.370 2.903 0.533 -0.2 0.2 0.2
C -5.902 -3.458 4.922 -0.1 -0.9 2.4
C -5.743 -1.901 3.136 0.9 -0.4 0.2
C -4.049 -2.194 1.236 0.6 0.2 0.3
H 0.822 -2.068 -3.656 -0.5 0.8 -2.4
H -2.949 -0.044 2.566 0.1 0.5 -1.1
H 6.670 -1.356 1.331 0.3 0.1 -0.1
O -1.420 -1.103 -4.767 -1.8 0.8 0.5
C -2.329 0.007 -4.792 -1.2 -1.0 0.9
H 4.353 -3.293 0.931 0.3 0.4 0.3
H 1.761 1.703 3.460 -0.3 -0.7 0.1
C -0.797 -1.495 -6.006 2.7 0.8 1.8
C -1.803 -2.286 -6.870 -0.9 -1.9 0.1
H 1.418 -5.518 0.897 0.2 -0.1 -0.1
H 3.567 -0.962 4.539 -0.4 -0.2 0.5
O 3.277 0.218 2.940 -0.9 2.5 -0.3
H -0.580 -0.568 -6.537 -0.5 0.4 -0.7
N -3.704 -0.416 3.124 0.9 -1.6 0.2
H -0.381 -4.126 -0.118 0.0 -0.2 -0.1
H 0.767 -4.653 -3.291 0.0 0.2 0.0
H -2.339 6.990 0.905 -0.3 -0.1 -0.1
F -3.107 -1.807 -6.961 1.2 -0.3 1.0
H -3.289 -0.171 -5.277 0.2 -0.6 -0.7
C 4.675 -2.739 0.049 0.4 -0.2 0.0
H 3.117 -5.253 0.228 -0.5 -0.7 -0.6
H -0.707 -5.074 -2.468 0.1 0.0 0.4
C 2.840 1.553 3.415 1.2 -0.3 -1.3
C 0.412 -3.556 -0.603 -0.5 2.5 -1.1
C 2.127 -4.841 0.421 0.4 1.5 0.3
H 1.997 4.265 2.776 0.0 0.1 -0.4
H -6.442 -4.361 4.639 0.1 0.1 -1.4
C 2.827 -0.850 3.747 0.5 0.0 0.1
H 3.543 4.340 3.557 0.0 0.1 0.1
C 6.731 1.148 2.367 -0.1 -0.7 -1.2
H 3.223 2.720 0.256 0.0 0.0 -0.4
H -6.639 -2.864 5.463 -0.1 0.7 -0.5
H 2.886 -1.752 3.139 -0.3 0.0 0.0
H 6.253 1.063 3.343 0.1 -0.2 0.0
N -1.253 4.532 -1.249 -0.2 0.8 0.9
N 0.915 -1.997 -2.653 0.2 -1.9 2.6
C -2.027 5.106 -0.072 -1.8 -1.6 -0.8
C -2.753 0.298 -3.337 1.3 1.1 -0.1
H -3.244 -1.810 0.610 -0.1 0.5 0.2
H -0.298 4.815 -1.082 0.7 -0.2 -0.6
H 5.340 -1.198 2.424 -0.5 0.4 0.0
C 5.714 -0.848 1.462 0.4 1.0 -1.9
F -1.904 -3.622 -6.435 0.0 1.9 -0.6
F -0.471 0.547 2.605 -0.1 -0.1 -0.7
H 1.788 2.466 1.011 -0.7 0.4 -0.5
C -1.979 6.610 -0.051 1.5 0.6 0.6
H 1.860 -2.223 -2.377 0.5 -1.0 -0.4
F -2.484 0.681 1.155 2.1 -0.1 -0.7
H 5.647 -3.135 -0.244 0.2 0.1 0.2
H 3.258 1.757 4.401 0.1 0.0 0.0
H 6.956 2.193 2.151 -0.3 -0.1 -0.2
H 2.736 1.233 0.829 0.3 -0.6 -0.2
C -3.515 4.653 -0.182 0.6 -0.7 -0.7
N 2.769 2.226 1.011 -0.3 0.2 1.5
H -3.623 -3.080 1.707 -0.2 0.1 0.4
H 4.008 -3.141 -0.715 -0.4 0.8 -0.2
H -1.590 4.903 -2.126 0.0 0.1 -0.5
H -1.280 3.523 -1.287 -0.1 -0.7 0.1
H -0.981 -2.456 -1.972 -0.2 -0.4 0.2
H 0.886 -1.088 -2.213 -1.2 0.8 -0.5
C -5.018 2.803 -0.493 -0.8 -0.6 0.9
H 1.815 -0.665 4.109 0.0 -0.3 0.1
H 2.427 -4.012 1.063 -0.5 0.0 1.1
O 2.129 2.116 -3.433 -1.2 0.5 -1.2
C 3.365 2.586 2.382 0.1 -0.2 -1.2
H -4.782 -2.578 0.526 -0.4 0.3 0.3
N 1.937 1.888 -2.249 1.1 3.3 -4.2
N 5.133 -0.471 -1.034 -0.3 0.9 1.3
H 0.628 -2.645 -0.044 -0.5 0.2 0.6
H -3.163 -1.027 3.719 -0.4 -0.6 0.9
C 3.059 4.080 2.616 0.5 -1.0 1.1
H -0.939 6.935 -0.061 0.3 0.0 0.1
O 1.616 -4.194 -0.721 1.2 -1.8 -1.5
C -0.196 -4.254 -2.972 -0.5 -0.2 -0.4
O -3.681 3.237 -0.547 1.0 2.1 0.3
H -6.435 -2.542 2.589 0.2 0.2 -0.6
H 5.995 0.056 -1.013 0.9 -0.3 0.4
C -4.692 -1.188 2.244 -0.1 -0.5 -0.6